# 1
The following is a DFT calculation (ωB97M-V/def2-TZVPD) of a 2-piece molecular cluster, C38H46BF6N3O2S overall in a non-equilibrium geometry.

```
! RIJCOSX wB97M-V def2-TZVPD def2/J DEFGRID3
* xyz 0 1
C 2.51374 -5.99022 -4.06702
N 1.96787 -4.72311 -4.49028
C 1.47110 -4.69669 -5.86022
C 2.58038 -4.22910 -6.75513
F 2.22935 -4.07102 -8.05659
F 3.07713 -3.02253 -6.30730
F 3.63293 -5.11764 -6.69920
C 2.02846 -3.60952 -3.70761
C 1.19557 -2.47190 -3.92882
C 1.09462 -1.48102 -2.96668
C 1.95968 -1.44421 -1.82893
C 1.98127 -0.35677 -0.89119
C 3.19689 0.15598 -0.34481
C 3.24063 0.79639 0.93523
C 4.44024 1.12995 1.52291
C 5.67404 0.92927 0.84169
N 6.85506 1.14473 1.48172
C 8.09708 1.35902 0.79107
C 6.98156 1.14068 2.93766
C 7.26763 -0.26519 3.37408
F 7.36575 -0.44661 4.71450
F 6.27807 -1.10649 2.90828
F 8.44239 -0.70554 2.80287
C 5.63810 0.46249 -0.50475
C 4.44038 0.07136 -1.06510
C 2.82923 -2.56908 -1.65928
C 2.85971 -3.61591 -2.55453
H 2.36385 -6.14817 -2.99064
H 2.01892 -6.80350 -4.61150
H 3.59501 -6.05994 -4.26942
H 1.21791 -5.72533 -6.14431
H 0.62242 -4.01170 -5.95214
H 0.58678 -2.41912 -4.83369
H 0.37609 -0.67067 -3.09946
H 1.04260 0.09949 -0.59109
H 2.31185 0.97342 1.47973
H 4.46642 1.59506 2.50726
H 7.90927 1.79455 -0.19544
H 8.70593 2.05370 1.38417
H 8.67444 0.43079 0.65861
H 7.84498 1.76520 3.19808
H 6.06691 1.48798 3.42423
H 6.57376 0.37660 -1.06583
H 4.44097 -0.31057 -2.08770
H 3.46298 -2.61731 -0.77383
H 3.52467 -4.46608 -2.38200
C -8.75754 0.63860 3.41747
C -7.30993 0.45809 3.18756
C -6.33179 0.04162 4.06493
C -5.00794 0.02242 3.50019
C -5.00115 0.42307 2.18469
B -3.75783 0.59500 1.13424
C -3.14824 2.10307 1.45240
C -3.94354 3.20469 1.17656
C -3.45489 4.50033 1.34468
C -2.13793 4.70319 1.84257
N -1.60200 5.95566 1.95440
C -0.21901 6.14753 2.34552
C -2.37080 7.16273 1.71742
C -1.36992 3.55422 2.18162
C -1.86434 2.26756 1.95847
O -2.86600 -0.47058 1.48219
C -2.71533 -1.19208 0.27686
C -1.46883 -0.67785 -0.44102
C -2.53007 -2.65612 0.62475
C -4.07574 -0.84731 -0.54773
C -3.92893 -0.87378 -2.06142
C -5.22149 -1.75264 -0.10348
O -4.31754 0.50305 -0.18643
S -6.61337 0.75389 1.62570
H -9.01641 0.33429 4.43043
H -9.05807 1.68305 3.28741
H -9.32516 0.02676 2.71122
H -6.56202 -0.23791 5.08534
H -4.12426 -0.24389 4.06158
H -4.96581 3.05316 0.83468
H -4.08476 5.34220 1.06434
H 0.41380 5.35982 1.91672
H 0.12096 7.12282 1.97654
H -0.09809 6.13049 3.44238
H -3.41981 7.01002 1.99891
H -1.93822 7.96576 2.32987
H -2.33895 7.48476 0.66134
H -0.37071 3.65948 2.59967
H -1.23918 1.40813 2.20258
H -1.15568 -1.38358 -1.22001
H -1.63310 0.31357 -0.88896
H -0.65360 -0.59199 0.28553
H -2.33835 -3.22427 -0.29248
H -1.66589 -2.74887 1.29239
H -3.41772 -3.05654 1.12364
H -3.66403 -1.88157 -2.39730
H -4.88459 -0.59464 -2.51668
H -3.16763 -0.15823 -2.38444
H -5.03416 -2.78180 -0.44190
H -5.34797 -1.74633 0.98781
H -6.16104 -1.42079 -0.56039
*
```

Properties
* E_LUMO: -3.01 eV
* DFT total energy: -76533.4601 eV

Quick look at the Mulliken charges, all values in e: number 1, C, carries -1.208; number 2, N, carries 0.211; number 3, C, carries -1.028; number 4, C, carries 1.064; number 5, F, carries -0.266; number 6, F, carries -0.256; number 7, F, carries -0.268; number 8, C, carries 1.349; number 9, C, carries -0.592; number 10, C, carries -1.066; number 11, C, carries 0.497; number 12, C, carries -0.729; number 13, C, carries -0.240; number 14, C, carries -1.023; number 15, C, carries -0.436; number 16, C, carries 1.317; number 17, N, carries 0.077; number 18, C, carries -1.197; number 19, C, carries -1.059; number 20, C, carries 1.049; number 21, F, carries -0.255; number 22, F, carries -0.254; number 23, F, carries -0.264; number 24, C, carries -0.357; number 25, C, carries -0.842; number 26, C, carries -0.645; number 27, C, carries -0.608; number 28, H, carries 0.455; number 29, H, carries 0.310; number 30, H, carries 0.373; number 31, H, carries 0.334; number 32, H, carries 0.302; number 33, H, carries 0.226; number 34, H, carries 0.492; number 35, H, carries 0.837; number 36, H, carries 0.572; number 37, H, carries 0.285; number 38, H, carries 0.441; number 39, H, carries 0.325; number 40, H, carries 0.367; number 41, H, carries 0.361; number 42, H, carries 0.285; number 43, H, carries 0.414; number 44, H, carries 0.512; number 45, H, carries 0.582; number 46, H, carries 0.510; number 47, C, carries -1.237; number 48, C, carries 0.609; number 49, C, carries -0.754; number 50, C, carries -1.248; number 51, C, carries 0.278; number 52, B, carries 1.805; number 53, C, carries -0.040; number 54, C, carries -1.067; number 55, C, carries -0.769; number 56, C, carries 1.507; number 57, N, carries 0.207; number 58, C, carries -1.220; number 59, C, carries -1.172; number 60, C, carries -0.448; number 61, C, carries -0.841; number 62, O, carries -0.710; number 63, C, carries 2.100; number 64, C, carries -2.222; number 65, C, carries -2.250; number 66, C, carries 1.980; number 67, C, carries -1.954; number 68, C, carries -2.057; number 69, O, carries -1.046; number 70, S, carries -0.249; number 71, H, carries 0.350; number 72, H, carries 0.253; number 73, H, carries 0.264; number 74, H, carries 0.317; number 75, H, carries 0.503; number 76, H, carries 0.322; number 77, H, carries 0.227; number 78, H, carries 0.381; number 79, H, carries 0.431; number 80, H, carries 0.282; number 81, H, carries 0.352; number 82, H, carries 0.444; number 83, H, carries 0.269; number 84, H, carries 0.284; number 85, H, carries 0.355; number 86, H, carries 0.240; number 87, H, carries 0.501; number 88, H, carries 0.609; number 89, H, carries 0.324; number 90, H, carries 0.376; number 91, H, carries 0.472; number 92, H, carries 0.299; number 93, H, carries 0.487; number 94, H, carries 0.325; number 95, H, carries 0.410; number 96, H, carries 0.378; number 97, H, carries 0.393

# 2
The following is a DFT calculation (ωB97M-V/def2-TZVPD) of a 10-piece molecular cluster, C25H30Cl27F3O7S2 overall in a non-equilibrium geometry.

```
! RIJCOSX wB97M-V def2-TZVPD def2/J DEFGRID3
* xyz 0 1
C -0.15907 -2.49211 3.83404
C -0.48101 -2.96525 2.38034
O -1.71381 -2.35127 2.00407
C -1.69282 -1.90312 0.64972
C -2.82577 -0.84089 0.45262
O -3.44839 -0.54697 1.71314
C -3.92519 0.74581 1.79150
C -4.85540 1.27869 0.66535
O -5.57442 0.27930 -0.06104
C -6.58584 -0.31091 0.63243
F -7.39537 -0.89249 -0.29005
F -7.34610 0.53826 1.33254
F -6.17074 -1.31524 1.42541
O -4.77800 0.68318 2.99512
S -4.78016 2.13067 3.73223
O -4.41878 2.11815 5.10098
O -6.01659 2.78425 3.47687
O -3.65345 2.83576 2.76325
C -2.80276 1.75169 2.32238
S -1.98188 0.77631 3.66832
C -1.86641 2.38152 1.28059
C -0.68436 3.12867 1.93907
C -0.78101 3.75815 3.20330
C 0.27077 4.38025 3.82237
C 1.60095 4.42725 3.14565
C 1.64753 3.84770 1.89924
C 0.54019 3.20401 1.29997
C 0.80141 2.61252 -0.09208
H -1.13289 -2.40908 4.34099
H 0.50505 -3.20412 4.34862
H 0.33142 -1.50644 3.74549
H 0.35437 -2.76167 1.69170
H -0.65447 -4.05782 2.45560
H -0.70534 -1.51412 0.34979
H -1.95346 -2.79748 0.05416
H -2.50206 0.04087 -0.11968
H -3.60395 -1.33247 -0.16271
H -5.49514 2.08931 1.05085
H -4.20084 1.77192 -0.07699
H -0.93163 0.27630 2.96383
H -2.38208 3.06723 0.58418
H -1.38427 1.60885 0.65943
H -1.71476 3.75903 3.77211
H 0.13052 4.81459 4.81166
H 2.44418 4.89618 3.63771
H 2.61878 3.88166 1.39061
H -0.11691 2.30417 -0.60923
H 1.56583 1.81895 -0.08962
H 1.22579 3.43093 -0.70093
Cl 1.03660 1.58202 -4.17264
C 2.30806 2.80063 -4.38968
Cl 1.81333 4.35173 -3.70369
Cl 3.81708 2.24783 -3.65754
H 2.47428 2.94115 -5.44861
Cl 3.17078 -0.30474 -8.92803
C 2.09775 1.07161 -8.66390
Cl 1.67596 1.20724 -6.95048
Cl 2.84123 2.56687 -9.23819
H 1.18823 0.90484 -9.22819
Cl 1.93617 3.57274 5.44823
C 2.59808 2.16859 6.30360
Cl 1.97333 2.07904 7.95582
Cl 2.22534 0.68658 5.41764
H 3.67539 2.27203 6.35546
Cl 2.02086 -1.64962 -3.03683
C 0.34189 -2.14958 -3.24435
Cl -0.16242 -3.19979 -1.92110
Cl -0.71504 -0.73398 -3.38254
H 0.26644 -2.71522 -4.16578
Cl 1.03527 9.38307 3.62424
C 2.54759 8.49670 3.82240
Cl 2.54250 7.58661 5.33822
Cl 2.82104 7.41641 2.45458
H 3.35914 9.21295 3.85893
Cl 2.31133 -8.57458 -2.21500
C 1.16928 -7.27236 -1.86308
Cl 0.74423 -7.26389 -0.15142
Cl 1.83724 -5.71191 -2.34377
H 0.26650 -7.44750 -2.43676
Cl 6.19504 -4.71789 -5.61459
C 4.52260 -5.24088 -5.82530
Cl 4.03610 -6.32456 -4.52002
Cl 3.44264 -3.84223 -5.90919
H 4.45136 -5.78094 -6.76147
Cl 5.31006 0.38495 -6.54619
C 6.68345 0.06465 -5.48600
Cl 6.23721 -1.08829 -4.22413
Cl 8.06245 -0.53060 -6.41386
H 6.97052 0.99464 -5.01002
Cl -3.85981 -10.11591 1.18063
C -2.98220 -8.64619 0.75575
Cl -1.76042 -8.27761 1.97719
Cl -2.24442 -8.80556 -0.84300
H -3.68832 -7.82552 0.72341
*
```

Properties
* E_LUMO: 0.05 eV
* DFT total energy: -408667.9434 eV

Quick look at the Mulliken charges, all values in e: number 1, C, carries -0.861; number 2, C, carries -0.158; number 3, O, carries -0.301; number 4, C, carries -0.502; number 5, C, carries -0.393; number 6, O, carries -0.671; number 7, C, carries 0.896; number 8, C, carries -1.096; number 9, O, carries -0.377; number 10, C, carries 0.954; number 11, F, carries -0.301; number 12, F, carries -0.238; number 13, F, carries -0.212; number 14, O, carries -0.399; number 15, S, carries 1.382; number 16, O, carries -0.610; number 17, O, carries -0.673; number 18, O, carries -0.539; number 19, C, carries 0.917; number 20, S, carries 0.027; number 21, C, carries -0.343; number 22, C, carries 0.176; number 23, C, carries -0.734; number 24, C, carries -1.035; number 25, C, carries -0.619; number 26, C, carries -1.195; number 27, C, carries 1.704; number 28, C, carries -1.817; number 29, H, carries 0.261; number 30, H, carries 0.417; number 31, H, carries 0.055; number 32, H, carries 0.301; number 33, H, carries 0.184; number 34, H, carries 0.519; number 35, H, carries 0.333; number 36, H, carries 0.243; number 37, H, carries 0.136; number 38, H, carries 0.530; number 39, H, carries 0.313; number 40, H, carries 0.045; number 41, H, carries 0.446; number 42, H, carries -0.054; number 43, H, carries 0.333; number 44, H, carries 0.536; number 45, H, carries 0.963; number 46, H, carries 0.416; number 47, H, carries 0.373; number 48, H, carries 0.335; number 49, H, carries 0.354; number 50, Cl, carries -0.050; number 51, C, carries -0.080; number 52, Cl, carries -0.144; number 53, Cl, carries -0.103; number 54, H, carries 0.376; number 55, Cl, carries -0.104; number 56, C, carries -0.154; number 57, Cl, carries 0.021; number 58, Cl, carries -0.129; number 59, H, carries 0.372; number 60, Cl, carries -0.028; number 61, C, carries -0.121; number 62, Cl, carries -0.146; number 63, Cl, carries -0.087; number 64, H, carries 0.333; number 65, Cl, carries -0.081; number 66, C, carries -0.108; number 67, Cl, carries -0.052; number 68, Cl, carries -0.138; number 69, H, carries 0.377; number 70, Cl, carries -0.123; number 71, C, carries -0.025; number 72, Cl, carries -0.116; number 73, Cl, carries -0.074; number 74, H, carries 0.353; number 75, Cl, carries -0.142; number 76, C, carries 0.067; number 77, Cl, carries -0.073; number 78, Cl, carries -0.074; number 79, H, carries 0.230; number 80, Cl, carries -0.110; number 81, C, carries -0.029; number 82, Cl, carries -0.078; number 83, Cl, carries -0.090; number 84, H, carries 0.308; number 85, Cl, carries -0.005; number 86, C, carries -0.075; number 87, Cl, carries -0.092; number 88, Cl, carries -0.133; number 89, H, carries 0.310; number 90, Cl, carries -0.121; number 91, C, carries 0.071; number 92, Cl, carries -0.123; number 93, Cl, carries -0.114; number 94, H, carries 0.280

> What is the formula in the first record?

C38H46BF6N3O2S

> Among the records above, which one has the highest DFT total energy?

C38H46BF6N3O2S